# 1
Entry from the OMol25 dataset: a 12-piece molecular cluster, C51H67N5O17 overall (ωB97M-V/def2-TZVPD).

The SMILES is O=[N+]([O-])c1ccccc1.O=[N+]([O-])c1ccccc1.O=[N+]([O-])c1ccccc1.O=[N+]([O-])c1ccccc1.O=[N+]([O-])c1ccccc1.CC(C)=O.CC(C)=O.CC(C)=O.CC(C)=O.CC(C)=O.CC(C)=O.CC(C)=O. As for the calculated total energy: -3535.79402 Eh. As for the charge: 0. The HOMO energy is -0.336 Ha. Its spin multiplicity is 1.

Structure (XYZ):
```
140
Properties=species:S:1:pos:R:3:forces:R:3
O 5.6626 1.3400 -5.9482 -0.1 1.7 1.2
N 5.7064 2.3668 -5.2515 0.9 0.2 -0.4
O 6.5459 3.2825 -5.3988 -2.0 -1.9 0.5
C 4.6608 2.5118 -4.1638 0.4 1.3 1.7
C 3.5361 1.7173 -4.1263 0.0 1.1 -1.2
C 2.4990 2.0412 -3.2520 -0.5 -0.2 0.4
C 2.5756 3.0006 -2.2311 1.1 -0.3 -1.6
C 3.7632 3.7632 -2.2266 -0.7 -0.6 0.3
C 4.7621 3.5189 -3.1396 1.1 -0.9 -1.4
H 3.3686 1.0826 -4.9839 -0.1 -0.5 0.2
H 1.5587 1.5601 -3.4772 -0.2 -0.2 0.5
H 1.7359 3.1435 -1.5671 0.2 0.1 0.0
H 3.9616 4.5631 -1.5285 -0.2 0.0 0.3
H 5.6787 4.0715 -2.9950 0.1 0.1 -0.5
O 1.8924 3.0646 0.9548 0.7 -0.2 -1.2
N 1.2046 4.0060 1.2772 1.0 -0.6 2.9
O 0.0156 4.0746 1.1188 -0.8 0.8 -0.7
C 1.8677 4.9320 2.2514 -0.4 1.7 0.5
C 1.1318 5.4490 3.3360 0.5 -0.3 -0.4
C 1.7392 6.3403 4.2352 1.5 -0.6 -0.1
C 3.0966 6.7295 4.0566 -2.1 -0.4 -1.3
C 3.7513 6.2564 2.9078 0.8 0.1 2.7
C 3.1932 5.3197 2.0924 -0.4 -0.9 -1.1
H 0.1451 5.0436 3.5045 -0.2 0.3 0.0
H 1.2930 6.5711 5.1912 -0.5 0.2 -0.2
H 3.5579 7.4057 4.7611 0.2 -0.1 0.0
H 4.8249 6.3626 2.9596 0.2 0.4 -0.8
H 3.8423 4.8436 1.3724 -0.2 -0.1 -0.3
O -1.8109 -3.1348 6.1276 0.5 -1.4 0.3
N -1.9533 -2.0229 5.7006 1.5 -0.5 -0.6
O -2.9849 -1.4310 5.7445 -1.6 1.5 -0.2
C -0.7653 -1.3784 5.1129 1.3 1.7 -0.9
C 0.3711 -2.0898 4.6351 0.1 1.5 0.9
C 1.5297 -1.3399 4.2949 -0.7 0.8 0.2
C 1.5332 0.0882 4.2638 -1.4 -1.6 0.0
C 0.3617 0.7627 4.6309 1.1 -1.2 -0.1
C -0.7546 0.0380 5.0612 0.3 0.2 -0.1
H 0.3913 -3.1696 4.6204 0.0 0.0 0.1
H 2.4700 -1.8361 4.1053 -0.2 -0.3 -0.4
H 2.3640 0.6385 3.8473 0.3 -0.1 0.3
H 0.4239 1.8409 4.6294 -0.6 0.1 0.0
H -1.5675 0.7006 5.3192 -0.6 -0.7 0.3
O 7.3991 2.6542 0.4837 -0.1 -1.0 -0.9
N 7.3140 1.8850 -0.4759 0.0 0.6 -0.5
O 8.0963 1.8635 -1.4283 -0.7 0.0 1.2
C 6.1370 0.9828 -0.5561 -1.4 -1.0 0.2
C 5.1197 0.9895 0.4404 0.0 -0.3 -1.2
C 4.0580 0.0727 0.2990 1.1 -0.2 -1.1
C 4.0254 -0.7544 -0.8126 0.1 -0.9 -1.9
C 5.0034 -0.7898 -1.8824 -1.0 1.0 3.5
C 6.0430 0.0765 -1.6622 1.3 0.5 0.1
H 4.9949 1.6958 1.2479 0.8 0.1 0.0
H 3.2717 -0.0678 1.0259 0.0 0.4 0.1
H 3.1776 -1.4099 -0.9465 -0.1 -0.2 0.4
H 5.0757 -1.5261 -2.6691 -0.5 0.1 0.0
H 6.8542 -0.0543 -2.3629 0.4 0.7 0.1
O -3.8387 -0.3969 -0.7874 0.2 -1.5 -1.0
N -3.9729 -1.3714 -1.5337 -2.2 -1.0 0.2
O -4.6300 -2.4306 -1.2037 2.5 3.5 -1.2
C -3.5064 -1.2234 -2.9862 0.3 0.1 -1.0
C -2.9200 -0.0200 -3.5172 -0.9 -0.7 1.8
C -2.5164 0.1070 -4.8387 0.8 -0.9 0.5
C -2.4515 -1.0479 -5.6362 -1.8 -0.3 0.5
C -3.1508 -2.1735 -5.2139 -0.4 0.2 2.0
C -3.7211 -2.2615 -3.8650 1.0 -0.4 -2.1
H -2.8522 0.7384 -2.7513 0.2 0.5 -0.6
H -2.0902 1.0078 -5.2549 0.0 0.3 0.5
H -2.0151 -1.0430 -6.6241 0.0 0.2 0.0
H -3.2750 -3.0163 -5.8777 0.1 -0.1 0.1
H -4.2415 -3.1781 -3.6295 0.0 0.0 0.3
C -0.7854 4.6280 -2.1077 0.0 -0.9 -1.8
C -1.4934 3.4379 -2.7196 0.1 -2.8 0.8
C -2.9176 3.2839 -2.2694 -0.9 1.3 -0.1
O -0.9136 2.4440 -3.1900 -0.6 2.4 0.2
H -0.1518 4.9508 -2.9338 0.5 0.5 0.5
H -0.2301 4.0992 -1.3331 0.2 0.7 0.3
H -1.4764 5.3977 -1.7638 0.4 -0.1 0.1
H -3.1597 4.1896 -1.7133 -0.1 -0.3 0.6
H -3.0213 2.3852 -1.6614 -0.1 0.2 -0.2
H -3.7000 3.3497 -3.0255 0.3 -0.7 -0.5
C 0.5901 -2.3205 -4.7568 0.4 1.0 0.8
C 0.7056 -2.5716 -3.2608 0.4 -0.5 1.5
C 0.7651 -1.4026 -2.2860 -0.1 -0.2 -0.4
O 0.7855 -3.6552 -2.7291 -0.1 -0.8 -0.9
H 0.7833 -1.2488 -4.8027 -0.2 0.2 -0.6
H -0.4126 -2.5034 -5.1432 0.2 -0.3 0.1
H 1.3797 -2.8024 -5.3333 -0.3 -0.4 0.1
H 1.6232 -0.7632 -2.4930 -0.4 0.5 -0.3
H 0.9086 -1.7364 -1.2584 -0.2 -0.3 -0.3
H -0.2147 -0.9284 -2.3424 0.2 0.8 -0.1
C -4.7181 1.1028 2.7514 -0.3 -0.8 1.0
C -3.7268 2.1182 2.3617 2.1 -0.2 0.3
C -3.7101 2.6389 0.9613 -0.4 0.7 0.2
O -2.8465 2.4492 3.1506 -0.8 0.0 -0.6
H -4.3420 0.6230 3.6549 -0.1 0.1 0.2
H -4.8642 0.2840 2.0469 -0.2 0.5 -0.4
H -5.6413 1.6160 3.0205 -0.3 -0.2 -0.2
H -2.9084 3.3756 0.9101 0.0 -0.2 -0.4
H -4.6582 3.1393 0.7642 -0.2 0.1 -0.1
H -3.6537 1.8467 0.2147 0.2 -0.1 0.2
C -0.4596 1.1229 0.8072 -0.4 -1.8 1.3
C -0.2456 -0.4327 1.1546 -0.9 0.4 -0.7
C -1.4589 -1.2391 1.6816 0.6 1.3 0.0
O 0.7950 -1.0188 0.9852 0.5 0.6 -0.1
H -1.5110 1.3287 0.6063 0.1 -0.2 -0.3
H 0.1928 1.6378 0.1019 0.1 -0.7 0.1
H -0.3364 1.5661 1.7954 0.2 0.3 0.1
H -1.7303 -0.8886 2.6774 -0.1 0.3 0.0
H -1.2635 -2.3047 1.8012 0.1 0.2 -0.5
H -2.2955 -0.9963 1.0263 -0.2 -0.4 0.0
C -4.8393 -4.4093 4.0803 -0.2 -0.1 0.6
C -4.2814 -3.4148 3.0753 -0.8 -1.8 1.3
C -5.2091 -2.4462 2.4613 0.0 0.7 -0.6
O -3.1431 -3.5298 2.7509 2.1 0.4 -0.7
H -4.5924 -4.0460 5.0778 -0.9 0.8 0.2
H -4.3361 -5.3628 4.2409 0.4 -0.1 -1.3
H -5.8903 -4.6222 3.8847 -0.1 0.3 0.6
H -4.6549 -1.8569 1.7308 -0.1 -0.2 -0.2
H -5.6741 -1.7373 3.1464 -0.2 -0.4 0.2
H -5.9463 -3.0673 1.9523 -0.4 0.3 -0.1
C 1.2803 -4.0847 1.0207 1.4 -0.4 -0.1
C 2.8257 -4.1971 1.0578 0.1 3.8 2.6
C 3.5614 -4.5323 -0.2031 -0.2 -1.2 0.5
O 3.4342 -3.6660 2.0160 -1.1 -1.8 -1.9
H 0.8403 -3.5933 1.8885 0.4 -0.4 0.2
H 0.8679 -5.0766 0.8363 -0.4 0.2 -0.3
H 1.1297 -3.3762 0.2061 -0.4 -0.4 -0.4
H 2.8828 -5.0775 -0.8592 0.3 0.1 -0.4
H 4.3766 -5.1731 0.1329 0.2 -0.1 -0.4
H 4.0098 -3.6558 -0.6707 -0.3 0.1 0.1
C -4.7299 -5.5159 -0.6270 0.6 -1.4 -0.7
C -3.4483 -5.1979 -1.3886 0.8 1.2 -0.2
C -2.2999 -4.4690 -0.6522 -0.8 -0.3 0.6
O -3.3048 -5.5200 -2.5455 -0.3 -0.1 0.0
H -4.4055 -6.1347 0.2096 -0.2 0.5 0.7
H -5.2335 -6.2582 -1.2463 -0.4 0.3 -0.2
H -5.4064 -4.6961 -0.3855 0.5 0.0 0.2
H -2.1306 -3.4483 -0.9951 -0.3 0.0 -0.3
H -1.3310 -4.9597 -0.7440 -0.2 -0.3 -0.1
H -2.6016 -4.4137 0.3938 0.4 0.2 0.2
```
Forces are in eV/Å.

These are the Mulliken partial charges, in e, on atoms 1 to 99: atom 1 (O): -0.579, atom 2 (N): 0.933, atom 3 (O): -0.561, atom 4 (C): -0.269, atom 5 (C): -0.450, atom 6 (C): -0.568, atom 7 (C): 0.171, atom 8 (C): -0.623, atom 9 (C): -0.246, atom 10 (H): 0.467, atom 11 (H): 0.406, atom 12 (H): 0.365, atom 13 (H): 0.435, atom 14 (H): 0.426, atom 15 (O): -0.160, atom 16 (N): 0.759, atom 17 (O): -0.463, atom 18 (C): 0.185, atom 19 (C): -0.350, atom 20 (C): -0.694, atom 21 (C): -0.302, atom 22 (C): -0.813, atom 23 (C): -0.122, atom 24 (H): 0.514, atom 25 (H): 0.364, atom 26 (H): 0.408, atom 27 (H): 0.326, atom 28 (H): 0.395, atom 29 (O): -0.623, atom 30 (N): 1.105, atom 31 (O): -0.624, atom 32 (C): 0.121, atom 33 (C): -0.432, atom 34 (C): -0.405, atom 35 (C): -0.546, atom 36 (C): -0.502, atom 37 (C): -0.237, atom 38 (H): 0.519, atom 39 (H): 0.356, atom 40 (H): 0.458, atom 41 (H): 0.521, atom 42 (H): 0.295, atom 43 (O): -0.619, atom 44 (N): 1.050, atom 45 (O): -0.594, atom 46 (C): -0.445, atom 47 (C): -0.109, atom 48 (C): -0.745, atom 49 (C): -0.005, atom 50 (C): -1.171, atom 51 (C): -0.208, atom 52 (H): 0.508, atom 53 (H): 0.443, atom 54 (H): 0.898, atom 55 (H): 0.538, atom 56 (H): 0.389, atom 57 (O): -0.558, atom 58 (N): 0.754, atom 59 (O): -0.454, atom 60 (C): 0.090, atom 61 (C): 0.447, atom 62 (C): -0.450, atom 63 (C): -0.748, atom 64 (C): -0.441, atom 65 (C): -0.263, atom 66 (H): -0.293, atom 67 (H): 0.362, atom 68 (H): 0.470, atom 69 (H): 0.421, atom 70 (H): 0.411, atom 71 (C): -0.799, atom 72 (C): 0.723, atom 73 (C): -0.433, atom 74 (O): -0.383, atom 75 (H): 0.378, atom 76 (H): -0.205, atom 77 (H): 0.458, atom 78 (H): 0.368, atom 79 (H): -0.370, atom 80 (H): 0.409, atom 81 (C): -0.967, atom 82 (C): 0.737, atom 83 (C): 1.492, atom 84 (O): -0.576, atom 85 (H): 0.170, atom 86 (H): 0.074, atom 87 (H): 0.401, atom 88 (H): -0.153, atom 89 (H): -1.441, atom 90 (H): 0.122, atom 91 (C): -0.890, atom 92 (C): 0.707, atom 93 (C): -0.239, atom 94 (O): -0.576, atom 95 (H): 0.222, atom 96 (H): 0.004, atom 97 (H): 0.472, atom 98 (H): 0.169, atom 99 (H): 0.669

# 2
Entry from the OMol25 dataset: a single C8H9NO2 molecule (ωB97M-V/def2-TZVPD).

The SMILES is C=C(c1cccnc1)C(O)O. The energy above the lowest of the compared OMol25 structures with the same formula, charge and spin comes out at 2.029 eV. As for the calculated total energy: -515.40426 Eh. As for the charge: 0. The HOMO energy is -0.335 Ha. Its spin multiplicity is 1.

Structure (XYZ):
```
20
Properties=species:S:1:pos:R:3:forces:R:3
C 1.3074 1.9066 -0.2659 3.4 0.8 0.5
C 1.0567 0.6212 -0.0682 -0.6 0.1 -0.4
C -0.3660 0.1180 -0.0667 0.4 0.7 -0.6
C -1.3545 0.9663 0.4215 -0.4 -2.0 -0.1
C -2.6921 0.4982 0.4585 3.8 -2.1 -1.7
C -2.9279 -0.7610 -0.0743 -0.6 -0.8 -1.2
N -1.9685 -1.4739 -0.6910 -1.0 -1.5 -0.2
C -0.7264 -1.0993 -0.6879 -0.4 3.2 1.9
C 2.1508 -0.4180 0.2446 -3.7 1.0 -0.3
O 2.2576 -1.1757 -0.9501 -0.9 2.0 0.6
O 1.6138 -1.1659 1.2908 2.7 0.0 1.7
H 2.3418 2.3874 -0.1312 -1.1 -1.5 -0.2
H 0.7299 2.7203 -0.5924 -1.8 0.3 -0.2
H -0.9601 1.8756 0.8000 -0.5 0.9 0.5
H -3.4348 1.0811 0.7581 -3.1 2.3 1.5
H -3.9344 -1.2869 -0.2112 1.3 1.3 0.7
H 0.0973 -1.5365 -1.1385 0.7 -1.9 -1.3
H 2.9613 0.1622 0.6775 0.9 -0.7 -0.5
H 2.9823 -1.7332 -0.8621 2.1 -1.8 0.1
H 0.8658 -1.6866 1.0886 -1.3 -0.6 -0.9
```
Forces are in eV/Å.

Charges in e, computed with Mulliken, in the same order as the atoms: atom 1 (C): -1.202, atom 2 (C): 0.626, atom 3 (C): 0.498, atom 4 (C): -0.619, atom 5 (C): -0.700, atom 6 (C): -0.224, atom 7 (N): -0.640, atom 8 (C): -0.201, atom 9 (C): -0.188, atom 10 (O): -0.486, atom 11 (O): -0.535, atom 12 (H): 0.188, atom 13 (H): 0.422, atom 14 (H): 0.487, atom 15 (H): 0.534, atom 16 (H): 0.320, atom 17 (H): 0.637, atom 18 (H): 0.407, atom 19 (H): 0.289, atom 20 (H): 0.387